[1]
Below is a 2-piece molecular cluster, C2H8N2O2 overall in a non-equilibrium geometry, with properties calculated with the ωB97M-V functional and the def2-TZVPD basis.

Calculated values
HOMO energy (alpha / beta) in Ha: -0.5884 / -0.5711
<S²>: 0.76
Net charge: +1
HOMO-LUMO gap (alpha / beta) in Ha: 0.452 / 0.231
Electronic energy in Eh: -340.63565
2S+1: 2
Energy relative to the best compared isomer or geometry (same formula, charge and spin) in kJ/mol: 139.0

Each line ends with the natural charge from an NBO analysis.
Element x y z (Å)
O -1.327 2.198 0.237  -0.469
C -0.258 1.952 -0.345  0.511
N 0.151 0.672 -0.586  -0.531
C -0.751 -0.474 -0.464  -0.141
N -1.021 -0.741 0.925  -0.445
H 0.558 2.628 -0.772  0.209
H 1.099 0.404 -0.841  0.463
H -1.732 -0.402 -0.992  0.280
H -0.238 -1.395 -1.018  0.266
H -2.000 -0.453 1.154  0.429
H -0.395 -0.425 1.645  0.412
H 1.325 -1.578 0.080  0.439
H 2.355 -1.126 0.954  0.477
O 2.235 -1.261 0.024  -0.901


[2]
Below is one molecule with the formula C5H9NO, with properties calculated with the ωB97M-V functional and the def2-TZVPD basis.

Calculated values
HOMO energy in Ha: -0.3660
Net charge: 0
HOMO-LUMO gap in Ha: 0.401
Electronic energy in Eh: -325.90063
2S+1: 1
Energy relative to the best compared isomer or geometry (same formula, charge and spin) in kJ/mol: 96.9
SMILES: [H]/N=C1/CCCCO1

Each line ends with the natural charge from an NBO analysis.
Element x y z (Å)
H 0.906 -2.004 2.298  0.345
N -0.048 -1.779 2.004  -0.667
C 0.008 -0.832 1.172  0.567
C -1.212 -0.290 0.456  -0.501
C -0.901 1.010 -0.292  -0.396
C 0.342 0.876 -1.187  -0.432
C 1.340 -0.113 -0.572  -0.073
O 1.192 -0.222 0.845  -0.530
H -1.581 -1.062 -0.232  0.227
H -1.999 -0.137 1.202  0.246
H -0.729 1.808 0.440  0.208
H -1.766 1.310 -0.893  0.216
H 0.067 0.511 -2.184  0.207
H 0.805 1.858 -1.321  0.212
H 2.378 0.179 -0.737  0.202
H 1.197 -1.114 -0.998  0.169


[3]
Below is one molecule with the formula C5H12N4O3 in a non-equilibrium geometry, with properties calculated with the ωB97M-V functional and the def2-TZVPD basis.

Calculated values
HOMO energy in Ha: -0.3127
Net charge: 0
HOMO-LUMO gap in Ha: 0.336
Electronic energy in Eh: -642.43008
2S+1: 1
Energy relative to the best compared isomer or geometry (same formula, charge and spin) in kJ/mol: 170.2
SMILES: NC(N)=NOCC[C@H](N)C(=O)O

Each line ends with the natural charge from an NBO analysis.
Element x y z (Å)
N 0.823 0.413 -2.938  -0.852
C 1.278 1.457 -2.148  0.531
N 2.355 2.275 -2.586  -0.818
N 0.743 1.725 -1.002  -0.291
O -0.247 0.781 -0.782  -0.465
C -1.040 1.048 0.354  -0.069
C -0.223 0.612 1.586  -0.432
C -0.023 -0.891 1.688  -0.183
N 0.874 -1.536 0.821  -0.875
C -1.377 -1.662 1.800  0.774
O -2.373 -1.268 2.328  -0.592
O -1.269 -2.888 1.264  -0.689
H -0.056 0.161 -2.527  0.413
H 0.856 0.464 -3.981  0.401
H 3.103 1.805 -3.082  0.382
H 2.678 2.791 -1.828  0.387
H -1.999 0.532 0.283  0.209
H -1.125 2.146 0.394  0.192
H 0.691 1.163 1.670  0.223
H -0.853 0.898 2.413  0.229
H 0.287 -0.929 2.753  0.230
H 0.800 -1.069 -0.097  0.395
H 1.870 -1.670 1.046  0.396
H -0.394 -2.816 0.735  0.505